{
  "formula": "C22H32N4O5TeY",
  "method": "the ωB97M-V functional and the def2-TZVPD basis",
  "symbols": ["Y", "O", "C", "C", "N", "C", "C", "O", "O", "C", "C", "O", "O", "H", "H", "H", "H", "H", "H", "H", "H", "H", "N", "C", "C", "N", "C", "C", "N", "H", "H", "H", "H", "H", "H", "H", "H", "H", "H", "H", "H", "H", "Te", "C", "C", "C", "C", "C", "C", "C", "C", "C", "C", "C", "C", "H", "H", "H", "H", "H", "H", "H", "H", "H", "H"],
  "xyz": [[-1.226, 0.776, 0.470], [0.552, 1.628, -1.169], [0.216, 2.080, -2.503], [-1.206, 2.584, -2.461], [-2.090, 1.588, -1.841], [-2.314, 0.419, -2.710], [-2.463, -0.892, -1.940], [-2.774, -1.904, -2.514], [-2.174, -0.779, -0.664], [-3.385, 2.200, -1.430], [-3.093, 2.861, -0.090], [-2.803, 4.040, -0.004], [-2.977, 1.982, 0.880], [1.458, 1.308, -1.165], [0.354, 1.248, -3.196], [0.890, 2.887, -2.793], [-1.531, 2.826, -3.481], [-1.264, 3.503, -1.877], [-1.457, 0.284, -3.372], [-3.188, 0.569, -3.349], [-4.107, 1.397, -1.298], [-3.755, 2.930, -2.154], [-2.511, -0.491, 2.208], [-2.054, -0.291, 3.592], [-0.553, -0.473, 3.635], [0.130, 0.510, 2.765], [0.351, 1.828, 3.415], [-0.500, 2.929, 2.814], [-0.287, 2.973, 1.354], [-3.444, -0.112, 2.071], [-2.557, -1.478, 1.973], [-2.537, -0.972, 4.296], [-2.329, 0.722, 3.895], [-0.304, -1.471, 3.262], [-0.183, -0.414, 4.662], [1.037, 0.120, 2.536], [1.407, 2.086, 3.300], [0.170, 1.753, 4.490], [-0.249, 3.879, 3.292], [-1.564, 2.751, 2.980], [0.651, 3.295, 1.140], [-0.931, 3.662, 0.959], [0.379, -1.970, 0.274], [2.331, -2.213, 0.973], [2.777, -3.477, 1.348], [4.082, -3.642, 1.796], [4.938, -2.554, 1.879], [4.495, -1.291, 1.515], [3.193, -1.119, 1.064], [0.774, -2.177, -1.770], [1.726, -1.371, -2.391], [1.991, -1.522, -3.743], [1.291, -2.470, -4.480], [0.344, -3.271, -3.863], [0.085, -3.133, -2.504], [2.120, -4.335, 1.286], [4.430, -4.626, 2.082], [5.952, -2.690, 2.229], [5.163, -0.441, 1.581], [2.853, -0.127, 0.784], [2.304, -0.659, -1.810], [2.747, -0.910, -4.218], [1.494, -2.590, -5.536], [-0.202, -4.006, -4.437], [-0.672, -3.747, -2.036]],
  "mulliken_charge": [1.076, -0.303, -0.607, -0.998, 0.564, -0.868, 0.320, -0.663, -0.438, -0.635, 0.423, -0.626, -0.455, 0.150, 0.384, 0.484, 0.362, 0.498, 0.269, 0.404, 0.482, 0.447, -0.452, -0.576, -0.734, 0.133, -0.970, -0.276, -0.563, 0.290, 0.263, 0.471, 0.261, 0.214, 0.452, -0.023, 0.389, 0.328, 0.539, 0.251, 0.238, 0.222, 0.601, 0.555, -0.793, -0.589, -0.516, -0.772, -0.110, 0.505, -0.483, -0.742, -0.515, -0.570, -0.452, 0.425, 0.400, 0.405, 0.417, 0.280, 0.567, 0.449, 0.420, 0.419, 0.371],
  "total_charge": 1,
  "total_energy_ev": -47867.898,
  "largest_force_ev_per_a": 0.7,
  "de_lowest_kcal_mol": 0.0,
  "orbital_gap_ev": 8.821
}